[1]
Here is the molecule C6H13NO2 at a distorted geometry from the OMol25 dataset. Energies are from ωB97M-V/def2-TZVPD.

Its energy is -441.5389 hartree. The value obtained for the orbital gap is 0.3879 hartree. The lowest unoccupied orbital energy comes out at 1.0 eV. The structure (SMILES) is C[C@@H](N)CCC1(C)OO1. Its energy above the lowest of the compared OMol25 structures with the same formula, charge and spin is 370.5 kJ/mol. Its total charge is 0.

Last columns: bonded neighbours and bond lengths (Å).
Positions of all 22 atoms, in Å:
1 C -0.637 -2.635 -0.860  C2 1.527, H10 1.094, H11 1.093, H12 1.093
2 C -0.547 -1.136 -1.133  C1 1.527, N3 1.461, C4 1.533, H13 1.106
3 N -1.898 -0.610 -1.317  C2 1.461, H14 1.012, H15 1.013
4 C 0.115 -0.419 0.049  C2 1.533, C5 1.531, H16 1.092, H17 1.091
5 C 0.382 1.061 -0.242  C4 1.531, C6 1.509, H18 1.092, H19 1.092
6 C 1.206 1.712 0.841  C5 1.509, C7 1.504, O8 1.354, O9 1.481
7 C 0.586 1.836 2.206  C6 1.504, H20 1.090, H21 1.090, H22 1.091
8 O 2.091 2.671 0.477  C6 1.354, O9 1.427
9 O 2.644 1.377 0.717  C6 1.481, O8 1.427
10 H -1.083 -3.153 -1.715  C1 1.094
11 H 0.358 -3.051 -0.683  C1 1.093
12 H -1.263 -2.814 0.018  C1 1.093
13 H 0.088 -0.984 -2.026  C2 1.106
14 H -1.872 0.356 -1.616  N3 1.012
15 H -2.382 -1.132 -2.038  N3 1.013
16 H 1.068 -0.902 0.273  C4 1.092
17 H -0.541 -0.518 0.915  C4 1.091
18 H -0.561 1.609 -0.316  C5 1.092
19 H 0.933 1.156 -1.180  C5 1.092
20 H 1.151 2.541 2.815  C7 1.090
21 H -0.448 2.172 2.127  C7 1.090
22 H 0.612 0.860 2.692  C7 1.091

Atomic partial charges in e from the Löwdin method, atoms 1 to 4:
1. C -0.0742
2. C -0.4796
3. N 0.0356
4. C -0.1677

[2]
Here is the molecule C6H13NO2 at a distorted geometry from the OMol25 dataset. Energies are from ωB97M-V/def2-TZVPD.

Its energy is -441.6334 hartree. The value obtained for the orbital gap is 0.3686 hartree. The lowest unoccupied orbital energy comes out at 0.7 eV. The structure (SMILES) is CC[C@@H](O)[C@H](N)C(C)=O. Its energy above the lowest of the compared OMol25 structures with the same formula, charge and spin is 122.4 kJ/mol. Its total charge is 0.

Last columns: bonded neighbours and bond lengths (Å).
Positions of all 22 atoms, in Å:
1 C 0.841 2.331 0.394  C2 1.523, H10 1.096, H11 1.094, H12 1.095
2 C 0.273 1.280 -0.551  C1 1.523, C3 1.608, H13 1.093, H14 1.097
3 C 0.988 -0.149 -0.377  C2 1.608, O4 1.418, C5 1.533, H15 1.097
4 O 1.677 -0.229 0.860  C3 1.418, H16 0.975
5 C 0.023 -1.332 -0.520  C3 1.533, N6 1.478, C7 1.560, H17 1.096
6 N -0.195 -1.713 -1.931  C5 1.478, H18 1.026, H19 1.021
7 C -1.348 -0.968 0.128  C5 1.560, C8 1.508, O9 1.234
8 C -1.385 -0.708 1.613  C7 1.508, H20 1.090, H21 1.093, H22 1.093
9 O -2.389 -1.025 -0.533  C7 1.234
10 H 0.562 2.110 1.430  C1 1.096
11 H 0.442 3.320 0.148  C1 1.094
12 H 1.932 2.385 0.331  C1 1.095
13 H -0.817 1.309 -0.467  C2 1.093
14 H 0.446 1.591 -1.589  C2 1.097
15 H 1.748 -0.181 -1.167  C3 1.097
16 H 2.505 -0.718 0.699  O4 0.975
17 H 0.403 -2.208 0.019  C5 1.096
18 H -1.057 -2.269 -1.960  N6 1.026
19 H -0.445 -0.884 -2.472  N6 1.021
20 H -0.403 -0.817 2.073  C8 1.090
21 H -2.054 -1.434 2.082  C8 1.093
22 H -1.749 0.308 1.789  C8 1.093

Atomic partial charges in e from the Löwdin method, atoms 1 to 4:
1. C -0.1091
2. C -0.1773
3. C -0.3227
4. O -0.0545

[3]
Here is a cluster of 2 separate species, C6H13NO2 in total from the OMol25 dataset. Energies are from ωB97M-V/def2-TZVPD.

Its energy is -441.6422 hartree. The value obtained for the orbital gap is 0.3715 hartree. The lowest unoccupied orbital energy comes out at 0.7 eV. The structure (SMILES) is C=C(C)OC.CC(N)=O. Its energy above the lowest of the compared OMol25 structures with the same formula, charge and spin is 99.4 kJ/mol. Its total charge is 0.

Last columns: bonded neighbours and bond lengths (Å).
Positions of all 22 atoms, in Å:
1 C -0.700 0.432 1.234  C2 1.331, H6 1.075, H7 1.074
2 C -1.366 -0.669 0.892  C1 1.331, C3 1.499, O4 1.360
3 C -1.345 -1.933 1.698  C2 1.499, H8 1.088, H9 1.085, H10 1.088
4 O -2.128 -0.827 -0.223  C2 1.360, C5 1.407
5 C -2.249 0.259 -1.109  O4 1.407, H11 1.088, H12 1.095, H13 1.094
6 H -0.739 1.347 0.673  C1 1.075
7 H -0.138 0.457 2.150  C1 1.074
8 H -1.041 -2.766 1.068  C3 1.088
9 H -0.665 -1.843 2.539  C3 1.085
10 H -2.346 -2.147 2.067  C3 1.088
11 H -2.906 -0.079 -1.908  C5 1.088
12 H -1.277 0.536 -1.531  C5 1.095
13 H -2.692 1.129 -0.617  C5 1.094
14 C 2.267 1.776 -0.761  C15 1.516, H18 1.088, H19 1.086, H20 1.087
15 C 2.595 0.337 -1.106  C14 1.516, N16 1.352, O17 1.210
16 N 1.761 -0.562 -0.535  C15 1.352, H21 1.006, H22 1.012
17 O 3.507 0.009 -1.830  C15 1.210
18 H 1.334 2.060 -1.242  C14 1.088
19 H 3.061 2.422 -1.123  C14 1.086
20 H 2.159 1.894 0.314  C14 1.087
21 H 1.910 -1.540 -0.721  N16 1.006
22 H 0.997 -0.292 0.071  N16 1.012

Atomic partial charges in e from the Löwdin method, atoms 1 to 4:
1. C 0.0147
2. C -0.4406
3. C -0.0167
4. O -0.0927

[4]
Here is a cluster of 2 separate species, C6H13NO2 in total at a distorted geometry from the OMol25 dataset. Energies are from ωB97M-V/def2-TZVPD.

Its energy is -441.5687 hartree. The value obtained for the orbital gap is 0.3246 hartree. The lowest unoccupied orbital energy comes out at 0.8 eV. Its energy above the lowest of the compared OMol25 structures with the same formula, charge and spin is 292.2 kJ/mol. Its total charge is 0.

Last columns: bonded neighbours and bond lengths (Å).
Positions of all 22 atoms, in Å:
1 C 0.910 0.957 0.038  C3 1.505, N7 1.370, O8 1.344
2 C -0.564 -0.190 0.959  C5 1.518, H12 1.092, H13 1.092
3 C 0.077 2.101 -0.476  C1 1.505, H14 1.092, H15 1.087, H16 1.091
4 C 0.624 -2.213 -0.960  C6 1.510, H17 1.088, H18 1.092, H19 1.085
5 C -1.994 -0.529 0.582  C2 1.518, H20 1.092, H21 1.090, H22 1.094
6 C 0.179 -0.787 -1.179  C4 1.510, O8 1.517, O9 1.201
7 N 1.851 1.279 0.980  C1 1.370, H10 1.009, H11 1.008
8 O 1.385 0.075 -0.857  C1 1.344, C6 1.517
9 O -0.626 -0.416 -1.989  C6 1.201
10 H 2.472 0.532 1.252  N7 1.009
11 H 1.577 1.903 1.723  N7 1.008
12 H -0.603 0.655 1.651  C2 1.092
13 H -0.064 -0.998 1.498  C2 1.092
14 H 0.691 2.680 -1.168  C3 1.092
15 H -0.778 1.732 -1.036  C3 1.087
16 H -0.253 2.741 0.344  C3 1.091
17 H -0.248 -2.863 -0.964  C4 1.088
18 H 1.267 -2.480 -1.801  C4 1.092
19 H 1.208 -2.338 -0.054  C4 1.085
20 H -2.387 0.190 -0.140  C5 1.092
21 H -2.072 -1.523 0.141  C5 1.090
22 H -2.652 -0.505 1.456  C5 1.094

Atomic partial charges in e from the Löwdin method, atoms 1 to 4:
1. C -0.5364
2. C -0.1607
3. C -0.0081
4. C 0.0162

[5]
Here is a cluster of 2 separate species, C6H13NO2 in total at a distorted geometry from the OMol25 dataset. Energies are from ωB97M-V/def2-TZVPD.

Its energy is -441.4093 hartree. The value obtained for the orbital gap is 0.2736 hartree. The lowest unoccupied orbital energy comes out at 0.8 eV. Its energy above the lowest of the compared OMol25 structures with the same formula, charge and spin is 710.6 kJ/mol. Its total charge is 0.

Last columns: bonded neighbours and bond lengths (Å).
Positions of all 22 atoms, in Å:
1 C 1.663 -0.672 0.397  O4 1.428, H6 1.092, H7 1.093
2 C -0.379 -0.326 1.354  C3 1.349, H8 1.082, O14 1.476
3 C -0.928 -1.422 1.917  C2 1.349, H9 1.079, H10 1.081
4 O 2.787 -0.077 -0.254  C1 1.428, H5 0.963
5 H 2.842 0.855 -0.019  O4 0.963
6 H 1.528 -1.661 -0.047  C1 1.092
7 H 1.918 -0.842 1.446  C1 1.093
8 H -0.010 0.528 1.907  C2 1.082
9 H -0.729 -1.642 2.955  C3 1.079
10 H -1.454 -2.159 1.328  C3 1.081
11 C -2.101 1.106 0.239  O14 1.470, H17 1.087, H18 1.088, H19 1.085
12 C 0.247 -0.377 -2.033  C13 1.494, H20 1.089, H21 1.087, H22 1.094
13 C 0.231 0.550 -0.861  C12 1.494, O14 1.623, N15 1.259
14 O -1.008 0.132 0.099  C2 1.476, C11 1.470, C13 1.623
15 N 0.469 1.784 -0.792  C13 1.259, H16 1.016
16 H 1.173 2.083 -1.461  N15 1.016
17 H -2.577 1.175 -0.736  C11 1.087
18 H -1.663 2.061 0.519  C11 1.088
19 H -2.766 0.721 1.005  C11 1.085
20 H 1.263 -0.426 -2.423  C12 1.089
21 H -0.057 -1.381 -1.747  C12 1.087
22 H -0.448 -0.010 -2.793  C12 1.094

Atomic partial charges in e from the Löwdin method, atoms 1 to 4:
1. C -0.1864
2. C -0.2387
3. C 0.0255
4. O -0.1435

[6]
Here is the molecule C6H13NO2 at a distorted geometry from the OMol25 dataset. Energies are from ωB97M-V/def2-TZVPD.

Its energy is -441.6258 hartree. The value obtained for the orbital gap is 0.3881 hartree. The lowest unoccupied orbital energy comes out at 0.9 eV. The structure (SMILES) is C[C@H](O)[C@@H](N)[C@H](C)C=O. Its energy above the lowest of the compared OMol25 structures with the same formula, charge and spin is 142.4 kJ/mol. Its total charge is 0.

Last columns: bonded neighbours and bond lengths (Å).
Positions of all 22 atoms, in Å:
1 C -2.149 0.518 -0.180  C2 1.521, H10 1.092, H11 1.096, H12 1.093
2 C -1.340 -0.512 0.593  C1 1.521, O3 1.439, C4 1.563, H13 1.097
3 O -1.830 -0.530 1.945  C2 1.439, H14 0.975
4 C 0.212 -0.334 0.650  C2 1.563, N5 1.484, C6 1.543, H15 1.100
5 N 0.844 -1.677 0.632  C4 1.484, H16 1.025, H17 1.020
6 C 0.845 0.607 -0.396  C4 1.543, C7 1.526, C8 1.515, H18 1.098
7 C 0.787 0.146 -1.850  C6 1.526, H19 1.093, H20 1.093, H21 1.096
8 C 2.289 0.854 -0.013  C6 1.515, O9 1.227, H22 1.104
9 O 2.651 1.827 0.641  C8 1.227
10 H -2.007 0.406 -1.257  C1 1.092
11 H -3.218 0.387 0.022  C1 1.096
12 H -1.897 1.540 0.114  C1 1.093
13 H -1.590 -1.497 0.179  C2 1.097
14 H -1.756 0.376 2.296  O3 0.975
15 H 0.452 0.075 1.642  C4 1.100
16 H 0.279 -2.305 1.212  N5 1.025
17 H 1.749 -1.643 1.101  N5 1.020
18 H 0.364 1.592 -0.330  C6 1.098
19 H -0.136 0.486 -2.329  C7 1.093
20 H 0.830 -0.942 -1.946  C7 1.093
21 H 1.615 0.563 -2.434  C7 1.096
22 H 3.008 0.063 -0.291  C8 1.104

Atomic partial charges in e from the Löwdin method, atoms 1 to 4:
1. C -0.0482
2. C -0.3732
3. O -0.0578
4. C -0.3051